Model 1:
Computed, not measured: an isolated ion of composition C5H13N2 and charge +1, with the ωB97M-V functional and the def2-TZVPD basis.

Computed properties:
SMILES = C=CC[C@H](N)C[NH3+]
E_LUMO = -3.329 eV
HOMO-LUMO gap = 9.92 eV
Total charge = +1
2S+1 = 1

Positions of all 20 atoms, in Å:
N1 -1.592 -1.227 -1.464
N2 0.851 -0.410 -1.836
C1 0.200 1.018 2.775
C2 -1.038 -0.538 -0.243
C3 0.489 -0.412 -0.422
C4 0.212 1.287 1.481
C5 1.123 0.712 0.428
H1 -2.355 -0.703 -1.892
H2 0.988 0.479 -2.292
H3 -1.877 -2.187 -1.289
H4 -1.547 0.423 -0.185
H5 1.441 1.515 -0.224
H6 -0.499 2.032 1.143
H7 -0.766 -1.241 -2.124
H8 -0.493 1.546 3.419
H9 0.870 0.297 3.236
H10 -1.313 -1.070 0.656
H11 0.911 -1.345 -0.036
H12 2.019 0.347 0.906
H13 1.641 -1.010 -2.007



Model 2:
Computed, not measured: an isolated ion of composition C5H13N2 and charge +1, with the ωB97M-V functional and the def2-TZVPD basis.

Computed properties:
SMILES = C=C(CC[NH3+])NC
E_LUMO = -3.212 eV
HOMO-LUMO gap = 9.68 eV
Total charge = +1
2S+1 = 1

Positions of all 20 atoms, in Å:
N1 -0.169 0.445 1.834
N2 -0.096 -1.330 -0.153
C1 -0.006 1.167 -0.531
C2 -1.511 -1.503 -0.578
C3 0.293 1.633 0.934
C4 0.633 -0.160 -0.759
C5 1.873 -0.377 -1.353
H1 2.366 -1.293 -1.333
H2 -0.258 2.411 1.205
H3 -1.660 -1.401 -1.638
H4 0.080 -0.482 1.251
H5 1.331 1.688 1.069
H6 -1.233 0.533 1.933
H7 -1.997 -2.384 -0.234
H8 0.286 1.981 -1.291
H9 -2.004 -0.666 -0.112
H10 0.378 0.367 2.694
H11 0.461 -2.134 -0.509
H12 -1.068 1.048 -0.495
H13 2.300 0.458 -1.934



How far above the most stable structure does each one sit? In hartree: model 1 0.0000; model 2 0.0339.



Model 1:
Computed, not measured: a 2-piece molecular cluster, C5H13N2 overall, with the ωB97M-V functional and the def2-TZVPD basis.

Computed properties:
E_LUMO = -4.938 eV
HOMO-LUMO gap = 8.80 eV
Total charge = +1
2S+1 = 1

Positions of all 20 atoms, in Å:
N1 -1.005 -2.263 -2.104
N2 -0.944 0.470 -1.848
C1 0.194 0.758 0.264
C2 1.142 -0.571 2.066
C3 0.465 -0.502 0.762
C4 -0.689 1.211 -0.807
C5 0.655 1.957 1.041
H1 -1.945 -2.403 -2.404
H2 0.702 0.031 2.832
H3 -0.037 -1.294 0.200
H4 -0.239 -2.756 -2.476
H5 1.273 -1.479 2.485
H6 1.480 2.492 0.566
H7 -1.486 0.827 -2.623
H8 2.103 -0.195 2.249
H9 -0.751 -0.568 -1.746
H10 -0.083 2.644 1.170
H11 1.082 1.826 2.077
H12 -0.978 -2.371 -1.089
H13 -0.938 2.187 -0.615



Model 2:
Computed, not measured: an isolated ion of composition C5H13N2 and charge +1, with the ωB97M-V functional and the def2-TZVPD basis.

Computed properties:
SMILES = C/C(=C\N)CC[NH3+]
E_LUMO = -3.684 eV
HOMO-LUMO gap = 7.67 eV
Total charge = +1
2S+1 = 1

Positions of all 20 atoms, in Å:
N1 -0.494 2.699 1.040
N2 0.368 -2.880 0.656
C1 -0.085 0.846 -0.353
C2 0.448 1.652 -1.485
C3 -0.670 1.330 0.820
C4 -0.526 -1.473 0.444
C5 0.367 -0.543 -0.440
H1 1.295 -2.727 1.042
H2 0.388 -1.021 -1.505
H3 0.156 3.263 0.423
H4 -0.192 1.711 -2.392
H5 -1.415 3.063 1.107
H6 -0.553 -1.192 1.510
H7 -1.189 0.769 1.471
H8 0.396 -3.187 -0.338
H9 1.405 -0.698 -0.089
H10 0.778 2.670 -1.228
H11 -1.525 -1.698 -0.043
H12 1.254 0.959 -1.834
H13 -0.204 -3.544 1.194



Model 3:
Computed, not measured: an isolated ion of composition C5H13N2 and charge +1, with the ωB97M-V functional and the def2-TZVPD basis.

Computed properties:
SMILES = C=C(N)C[C@H](C)[NH3+]
E_LUMO = -3.275 eV
HOMO-LUMO gap = 8.48 eV
Total charge = +1
2S+1 = 1

Positions of all 20 atoms, in Å:
N1 -0.056 0.386 2.587
N2 0.594 0.455 -1.818
C1 1.556 -0.267 0.940
C2 -0.990 -1.287 -0.992
C3 -0.722 0.210 -0.991
C4 -0.593 0.925 0.316
C5 0.374 0.294 1.309
H1 1.304 1.030 -1.344
H2 -2.045 -1.504 -0.889
H3 -0.451 -1.758 -0.169
H4 -1.578 0.795 0.757
H5 -1.506 0.718 -1.564
H6 1.153 -0.403 -1.921
H7 1.714 -1.061 0.223
H8 -0.420 2.003 0.359
H9 -0.733 -1.759 -1.941
H10 0.388 -0.098 3.347
H11 -0.868 0.908 2.857
H12 2.316 -0.359 1.724
H13 0.564 0.771 -2.789



Model 4:
Computed, not measured: a 2-piece molecular cluster, C5H13N2 overall, with the ωB97M-V functional and the def2-TZVPD basis.

Computed properties:
E_LUMO = -6.060 eV
HOMO-LUMO gap = 6.95 eV
Total charge = +1
2S+1 = 1

Positions of all 20 atoms, in Å:
N1 0.016 -0.966 -1.489
N2 4.129 -0.107 0.217
C1 -2.620 0.574 -0.469
C2 0.337 -0.314 -0.375
C3 -1.890 0.461 0.867
C4 -0.645 -0.415 0.899
C5 0.910 0.698 0.122
H1 -0.172 -0.425 1.884
H2 -3.420 1.307 -0.366
H3 3.945 0.881 0.050
H4 -0.318 -1.912 -1.389
H5 0.522 -0.773 -2.342
H6 -3.029 -0.365 -0.847
H7 -1.577 1.485 1.073
H8 -0.925 -1.467 0.754
H9 3.318 -0.658 0.421
H10 1.142 1.297 0.982
H11 4.773 -0.473 -0.463
H12 -2.560 0.195 1.687
H13 -1.935 0.978 -1.215



How far above the most stable structure does each one sit? In hartree: model 1 0.0230; model 2 0.0379; model 3 0.0000; model 4 0.1117.



Model 1:
Computed, not measured: one molecule with the formula C6H6O, with the ωB97M-V functional and the def2-TZVPD basis.

Computed properties:
SMILES = C#C[C@H]1C/C1=C\O
E_LUMO = 0.884 eV
HOMO-LUMO gap = 9.97 eV
2S+1 = 1

Positions of all 13 atoms, in Å:
O1 0.345 1.501 -2.015
C1 0.409 -1.254 1.353
C2 -0.376 0.000 -0.556
C3 -0.488 -0.269 0.847
C4 0.094 1.064 0.542
C5 -0.186 0.247 -1.826
C6 1.179 -2.050 1.819
H1 -0.510 1.961 0.735
H2 -1.505 -0.248 1.177
H3 -0.361 -0.327 -2.737
H4 1.047 1.364 -2.643
H5 1.158 1.257 0.771
H6 1.822 -2.758 2.264



Model 2:
Computed, not measured: one molecule with the formula C6H6O, with the ωB97M-V functional and the def2-TZVPD basis.

Computed properties:
E_LUMO (alpha / beta) = -1.012 / 0.402 eV
HOMO-LUMO gap (alpha / beta) = 5.39 / 9.03 eV
2S+1 = 1

Positions of all 13 atoms, in Å:
O1 -1.653 -0.426 -0.705
C1 -0.390 -0.691 -0.660
C2 0.445 0.284 -0.045
C3 2.251 -1.119 0.544
C4 -0.447 1.321 0.208
C5 1.841 0.108 0.196
C6 -1.817 0.922 -0.176
H1 -2.536 0.846 0.648
H2 1.583 -1.973 0.713
H3 -0.097 -1.658 -1.064
H4 -2.274 1.490 -0.994
H5 3.299 -1.382 0.683
H6 -0.207 2.278 0.653



Model 3:
Computed, not measured: C6H6O as an isolated structure, with the ωB97M-V functional and the def2-TZVPD basis.

Computed properties:
E_LUMO (alpha / beta) = -0.578 / -0.296 eV
HOMO-LUMO gap (alpha / beta) = 8.01 / 8.52 eV
2S+1 = 1

Positions of all 13 atoms, in Å:
O1 -1.741 1.851 -0.364
C1 0.780 -0.854 -0.667
C2 -1.295 0.623 -0.868
C3 0.192 0.451 -0.554
C4 1.408 -1.575 0.268
C5 1.068 -0.769 1.430
C6 0.382 0.297 0.942
H1 -1.454 0.627 -1.949
H2 1.939 -2.514 0.144
H3 0.820 1.236 -0.980
H4 -1.836 -0.233 -0.438
H5 1.172 -1.017 2.479
H6 -1.435 1.876 0.557



How far above the most stable structure does each one sit? In hartree: model 1 0.0000; model 2 0.0077; model 3 0.0469.



Model 1:
Computed, not measured: C6H6O as an isolated structure, with the ωB97M-V functional and the def2-TZVPD basis.

Computed properties:
E_LUMO = 0.974 eV
HOMO-LUMO gap = 10.28 eV
2S+1 = 1

Positions of all 13 atoms, in Å:
O1 -1.985 -0.566 -0.255
C1 1.406 -0.781 0.043
C2 0.324 -0.504 0.987
C3 -0.882 -0.316 -0.048
C4 -0.026 0.809 -0.667
C5 0.142 1.173 0.744
C6 1.131 -0.003 -0.964
H1 0.477 -0.744 2.073
H2 -0.765 1.485 1.504
H3 -0.578 1.580 -1.240
H4 1.027 1.668 1.084
H5 1.849 -1.860 0.171
H6 1.301 0.136 -2.125



Model 2:
Computed, not measured: one molecule with the formula C6H6O, with the ωB97M-V functional and the def2-TZVPD basis.

Computed properties:
E_LUMO (alpha / beta) = -0.842 / -0.157 eV
HOMO-LUMO gap (alpha / beta) = 5.77 / 7.75 eV
2S+1 = 1

Positions of all 13 atoms, in Å:
O1 1.260 0.947 1.033
C1 -2.263 0.336 -1.255
C2 0.293 0.987 0.184
C3 -1.075 -0.245 -1.439
C4 0.734 -1.156 0.226
C5 -0.100 -0.242 -0.422
C6 1.698 -0.442 1.085
H1 2.714 -0.446 0.675
H2 0.760 -2.229 0.094
H3 -2.941 0.532 -2.086
H4 -0.179 1.956 0.038
H5 -2.640 0.695 -0.282
H6 1.739 -0.694 2.149



Model 3:
Computed, not measured: C6H6O as an isolated structure, with the ωB97M-V functional and the def2-TZVPD basis.

Computed properties:
E_LUMO = 0.994 eV
HOMO-LUMO gap = 9.85 eV
2S+1 = 1

Positions of all 13 atoms, in Å:
O1 0.741 -0.205 0.971
C1 -1.225 1.189 0.870
C2 0.785 -0.848 -0.249
C3 0.139 0.971 0.390
C4 0.267 0.347 -1.021
C5 1.193 -2.100 -0.386
C6 -2.355 1.383 1.235
H1 0.775 1.840 0.592
H2 -0.667 0.213 -1.573
H3 -3.354 1.570 1.565
H4 1.016 0.840 -1.647
H5 1.514 -2.573 0.537
H6 1.196 -2.658 -1.314



How far above the most stable structure does each one sit? In hartree: model 1 0.0329; model 2 0.0602; model 3 0.0000.



Model 1:
Computed, not measured: C6H6O as an isolated structure, with the ωB97M-V functional and the def2-TZVPD basis.

Computed properties:
E_LUMO = 0.737 eV
HOMO-LUMO gap = 9.69 eV
2S+1 = 1

Positions of all 13 atoms, in Å:
O1 -1.166 -0.962 1.300
C1 0.417 0.386 -1.317
C2 0.762 0.417 -2.470
C3 -1.454 0.190 0.511
C4 1.111 -0.117 1.642
C5 0.010 0.396 0.071
C6 0.207 -0.948 0.916
H1 2.063 -0.189 1.081
H2 1.068 0.447 -3.494
H3 0.502 -1.838 0.354
H4 0.460 1.247 0.626
H5 -2.118 -0.041 -0.328
H6 -1.860 1.012 1.108



Model 2:
Computed, not measured: one molecule with the formula C6H6O, with the ωB97M-V functional and the def2-TZVPD basis.

Computed properties:
E_LUMO = -0.023 eV
HOMO-LUMO gap = 8.27 eV
2S+1 = 1

Positions of all 13 atoms, in Å:
O1 1.139 -1.092 1.319
C1 -0.091 -0.716 1.663
C2 0.094 1.385 -0.574
C3 0.578 -1.076 -0.980
C4 1.498 -1.306 0.091
C5 -1.163 -0.459 2.137
C6 -0.124 0.050 -1.210
H1 0.892 1.373 0.167
H2 -0.747 0.085 -2.098
H3 0.337 2.118 -1.346
H4 -2.071 -0.162 2.577
H5 0.482 -1.916 -1.658
H6 -0.827 1.718 -0.088



How far above the most stable structure does each one sit? In hartree: model 1 0.0174; model 2 0.0000.



Model 1:
Computed, not measured: a 3-piece molecular cluster, C4H12NO4S overall, with the ωB97M-V functional and the def2-TZVPD basis.

Computed properties:
E_LUMO = 3.237 eV
HOMO-LUMO gap = 7.34 eV
Total charge = -1
2S+1 = 1

Positions of all 22 atoms, in Å:
S1 -2.951 1.018 -0.157
O1 1.731 1.296 -3.754
O2 -1.145 -3.559 1.911
O3 0.118 0.737 -1.830
O4 0.634 2.411 -0.345
N1 0.462 -0.549 0.972
C1 1.572 -0.001 1.661
C2 -0.426 0.407 0.390
C3 0.302 1.276 -0.747
C4 -1.677 -0.239 -0.120
H1 2.582 1.531 -3.383
H2 -0.477 -3.787 1.242
H3 -2.305 1.874 -1.062
H4 -1.443 -0.734 -1.071
H5 0.999 1.308 -3.129
H6 -0.709 1.218 1.099
H7 1.446 -0.191 2.749
H8 -2.090 -1.016 0.601
H9 0.689 -1.178 0.168
H10 2.554 -0.228 1.438
H11 1.611 1.112 1.552
H12 -1.475 -2.707 1.815



Model 2:
Computed, not measured: a 3-piece molecular cluster, C4H12NO4S overall, with the ωB97M-V functional and the def2-TZVPD basis.

Computed properties:
E_LUMO = 3.116 eV
HOMO-LUMO gap = 7.96 eV
Total charge = -1
2S+1 = 1

Positions of all 22 atoms, in Å:
S1 -0.310 -3.163 1.257
O1 0.692 0.394 1.117
O2 -2.750 0.255 -1.327
O3 1.767 1.435 -2.247
O4 2.939 0.342 0.034
N1 -1.170 1.307 -0.113
C1 0.001 1.506 0.838
C2 -1.285 -1.687 0.863
C3 -1.679 0.207 -0.707
C4 -0.967 -1.110 -0.518
H1 0.104 -0.987 -0.611
H2 -0.475 1.954 1.732
H3 2.257 1.092 -1.465
H4 0.602 2.289 0.345
H5 -2.327 -1.976 0.932
H6 -1.059 -0.944 1.606
H7 -1.742 2.125 -0.274
H8 0.847 -2.514 1.448
H9 0.852 1.452 -1.949
H10 3.012 -0.595 -0.201
H11 2.003 0.410 0.524
H12 -1.311 -1.792 -1.283



How far above the most stable structure does each one sit? In hartree: model 1 0.0393; model 2 0.0000.